1.
{"formula": "C4H5BrCl3NO3", "method": "wB97M-V/def2-TZVPD", "symbols": ["Br", "Cl", "Cl", "Cl", "O", "O", "O", "N", "C", "C", "C", "C", "H", "H", "H", "H", "H"], "positions_angstrom": [[-2.4344, 1.6393, 0.8852], [-0.0409, -2.8974, 0.3321], [-2.5001, -1.6739, 0.8031], [-1.3018, -1.7012, -1.9207], [0.4781, 2.5930, 0.2044], [-0.1719, 2.5850, -1.8582], [1.0368, -0.2483, -0.3237], [-0.2334, 2.1900, -0.7137], [-1.1746, 1.1357, -0.4751], [-1.0133, -1.4792, -0.1810], [2.0669, -0.6113, 0.5496], [-0.1797, -0.2029, 0.2795], [2.9731, -0.8137, 0.0387], [-0.1713, 0.1648, 1.3722], [-1.6817, 0.7502, -1.2872], [2.3619, 0.1876, 1.1829], [1.9862, -1.6177, 1.1118]], "lowdin_charge": [0.77, 0.60, 0.55, 0.64, 0.06, 0.11, -0.17, -0.46, -0.55, -1.47, -0.12, -0.41, 0.08, 0.15, 0.03, 0.09, 0.08], "homo_ev": -10.240, "total_charge": 0, "gap_ev": 9.660, "smiles": "CO[C@@H]([C@@H](Br)[N+](=O)[O-])C(Cl)(Cl)Cl"}

2.
{"formula": "C4H5BrO", "method": "wB97M-V/def2-TZVPD", "symbols": ["Br", "O", "C", "C", "C", "C", "H", "H", "H", "H", "H"], "positions_angstrom": [[3.0906, 0.6809, -0.0794], [-1.1332, 1.8949, -0.1686], [-0.0150, -0.1265, 0.1039], [0.8082, -1.3075, 0.3303], [1.5657, -0.3239, -0.5872], [-1.2574, 0.5256, -0.0572], [-1.8975, 0.1457, -0.8857], [-1.9583, 0.3712, 0.8815], [-0.5193, 1.9734, -0.8958], [0.3964, -2.2622, -0.0120], [0.9198, -1.5716, 1.3701]], "lowdin_charge": [0.64, -0.04, -0.11, -0.23, -0.50, -0.34, 0.13, 0.16, 0.08, 0.11, 0.10], "relative_energy_kcal_mol": 38.97, "homo_ev": [-7.938, -9.411], "total_charge": 0, "gap_ev": [8.828, 7.873], "s2": 2.01, "spin_multiplicity": 3}

3.
{"formula": "C4H5BrO2", "method": "wB97M-V/def2-TZVPD", "symbols": ["Br", "O", "O", "C", "C", "C", "C", "H", "H", "H", "H", "H"], "positions_angstrom": [[2.6119, 0.8776, 0.1144], [0.5145, -2.6173, 0.2474], [-0.4312, 0.9440, -0.6547], [1.0103, -1.5556, 0.1604], [2.1456, -0.9387, 0.0033], [-0.4833, -0.3375, -0.9989], [-0.9010, 1.2167, 0.6257], [-0.0829, 1.4702, 1.2211], [-0.2351, -0.5428, -2.0152], [-1.7002, 1.9927, 0.5985], [-1.3154, 0.2604, 1.0373], [-1.1333, -0.7695, -0.3393]], "lowdin_charge": [0.69, 0.06, -0.17, -0.53, -0.45, 0.03, -0.08, 0.05, 0.12, 0.12, 0.11, 0.06], "relative_energy_kcal_mol": 122.23, "homo_ev": [-7.967, -8.361], "total_charge": 0, "gap_ev": [6.613, 7.327]}

4.
{"formula": "C4H5BrSi", "method": "wB97M-V/def2-TZVPD", "symbols": ["Br", "Si", "C", "C", "C", "C", "H", "H", "H", "H", "H"], "positions_angstrom": [[3.9306, -0.0661, -0.1842], [1.0227, 0.9022, 0.9942], [0.4616, 0.9827, -0.8368], [-0.3938, -1.1146, -0.0395], [0.2079, -0.7517, 1.1115], [-0.2542, -0.1361, -1.1335], [-0.8727, -0.1456, -2.0961], [-1.1805, -1.8943, 0.0809], [1.2617, 1.5606, 2.2519], [-0.0047, -1.3096, 1.9922], [0.5799, 1.7488, -1.5589]], "lowdin_charge": [-0.34, 0.86, -0.22, -0.16, -0.25, -0.17, 0.13, 0.12, -0.05, 0.05, 0.04], "relative_energy_kcal_mol": 63.45, "homo_ev": -8.718, "total_charge": 0, "gap_ev": 6.552}

5.
{"formula": "C4H5Cl", "method": "wB97M-V/def2-TZVPD", "symbols": ["Cl", "C", "C", "C", "C", "H", "H", "H", "H", "H"], "positions_angstrom": [[-1.6139, -1.5329, 1.7658], [0.1797, -0.3934, -0.2176], [0.6627, 0.7699, 0.1465], [1.2510, 1.9407, 0.2959], [-1.0790, -1.3051, 0.0466], [2.1134, 1.7222, 0.8445], [0.4041, -0.4263, -1.3235], [-1.9745, -0.8136, -0.2303], [1.2485, 2.2111, -0.8748], [-1.1921, -2.1726, -0.4530]], "lowdin_charge": [0.50, -0.14, -0.15, -0.03, -0.53, 0.03, 0.13, 0.03, 0.14, 0.02], "relative_energy_kcal_mol": 70.70, "homo_ev": -9.051, "total_charge": 0, "gap_ev": 9.326, "smiles": "C=C=CCCl"}

6.
{"formula": "C4H5Cl", "method": "wB97M-V/def2-TZVPD", "symbols": ["Cl", "C", "C", "C", "C", "H", "H", "H", "H", "H"], "positions_angstrom": [[2.1887, 0.5038, -0.2253], [0.4258, 0.1259, -0.4740], [0.0883, -1.1687, -0.0320], [-0.2268, -2.2401, 0.3969], [-0.3820, 1.2094, 0.1617], [-1.3719, 1.1533, 0.1102], [-0.5636, -3.1797, 0.5839], [-0.2606, 1.1835, 1.2418], [-0.1361, 2.1968, -0.1711], [0.2383, 0.2158, -1.5921]], "lowdin_charge": [0.58, -0.75, -0.19, 0.16, -0.14, 0.03, 0.01, 0.09, 0.08, 0.13], "relative_energy_kcal_mol": 21.87, "homo_ev": -10.395, "total_charge": 0, "gap_ev": 11.366, "smiles": "C#C[C@@H](C)Cl"}

Please write out number 5 again, unchanged.
{"formula": "C4H5Cl", "method": "wB97M-V/def2-TZVPD", "symbols": ["Cl", "C", "C", "C", "C", "H", "H", "H", "H", "H"], "positions_angstrom": [[-1.6139, -1.5329, 1.7658], [0.1797, -0.3934, -0.2176], [0.6627, 0.7699, 0.1465], [1.2510, 1.9407, 0.2959], [-1.0790, -1.3051, 0.0466], [2.1134, 1.7222, 0.8445], [0.4041, -0.4263, -1.3235], [-1.9745, -0.8136, -0.2303], [1.2485, 2.2111, -0.8748], [-1.1921, -2.1726, -0.4530]], "lowdin_charge": [0.50, -0.14, -0.15, -0.03, -0.53, 0.03, 0.13, 0.03, 0.14, 0.02], "relative_energy_kcal_mol": 70.70, "homo_ev": -9.051, "total_charge": 0, "gap_ev": 9.326, "smiles": "C=C=CCCl"}